# C29H48ClCoN4O4Si

A structure of composition C29H48ClCoN4O4Si at a distorted geometry (ωB97M-V/def2-TZVPD, the OMol25 dataset).

Atoms and positions in Å:
O  -0.633  -0.215  -1.318
C  -0.706  0.027  -2.620
C  -0.108  -1.164  -3.374
C  0.259  -2.300  -2.640
H  0.047  -2.329  -1.567
C  0.949  -3.345  -3.265
H  1.286  -4.188  -2.658
C  1.191  -3.287  -4.638
H  1.721  -4.107  -5.126
C  0.752  -2.190  -5.387
H  0.926  -2.146  -6.463
C  0.092  -1.129  -4.755
H  -0.251  -0.251  -5.307
H  -1.749  0.140  -2.981
C  -0.955  2.674  -2.950
C  -0.044  1.492  -2.992
H  -0.822  3.302  -3.844
H  -0.728  3.295  -2.073
H  -2.008  2.368  -2.913
C  1.161  1.542  -3.574
C  1.911  2.800  -3.875
H  1.693  0.630  -3.848
H  2.470  2.699  -4.813
H  2.640  3.006  -3.079
H  1.254  3.675  -3.957
Co  0.091  1.339  -0.021
Cl  1.777  2.640  -0.448
C  0.890  2.464  2.695
O  -0.109  2.047  2.065
N  0.907  2.609  4.030
C  -0.323  2.601  4.804
C  2.143  2.941  4.723
H  1.835  2.720  2.186
H  -1.156  2.300  4.161
H  -0.511  3.602  5.217
H  -0.222  1.899  5.639
H  2.989  2.595  4.115
H  2.164  2.448  5.701
H  2.239  4.027  4.871
H  -2.442  -5.104  -0.660
H  -1.592  -4.681  1.509
C  -1.773  -4.290  -0.984
C  -1.354  -3.617  1.368
N  -1.737  -3.232  0.014
H  -2.129  -3.877  -1.933
C  -2.412  -2.076  -0.200
O  -2.767  -1.282  0.682
H  -1.881  -3.005  2.096
H  -2.625  -1.901  -1.274
H  -0.765  -4.707  -1.129
H  -0.268  -3.490  1.504
H  -4.631  4.016  0.703
H  -5.985  1.836  0.129
C  -3.985  3.775  -0.153
C  -5.290  1.740  -0.714
N  -4.002  2.341  -0.393
H  -2.963  4.101  0.046
C  -2.906  1.601  -0.209
O  -1.775  2.113  0.003
H  -5.138  0.677  -0.941
H  -3.069  0.512  -0.251
H  -4.388  4.294  -1.031
H  -5.728  2.243  -1.584
C  2.786  -0.309  -1.514
Si  2.661  -0.814  0.297
C  2.786  -2.689  0.250
C  4.056  0.088  1.166
N  1.166  -0.368  1.108
C  0.847  -0.795  2.342
C  1.789  -1.400  3.246
C  1.496  -1.543  4.596
C  0.231  -1.206  5.089
C  -0.756  -0.762  4.204
C  -0.476  -0.609  2.859
H  3.467  -0.988  -2.046
H  3.158  0.716  -1.617
H  1.804  -0.365  -2.002
H  3.812  -2.986  -0.012
H  2.532  -3.156  1.212
H  2.111  -3.109  -0.512
H  3.950  1.168  0.985
H  4.064  -0.075  2.252
H  5.023  -0.241  0.756
H  2.779  -1.689  2.877
H  2.269  -1.923  5.269
H  0.012  -1.302  6.155
H  -1.764  -0.527  4.563
H  -1.260  -0.334  2.159

Properties
- ΔE to the lowest compared entry with this formula, charge and spin (kcal/mol) = 0.00
- ⟨S²⟩ = 3.756
- charge = -1
- Kohn-Sham gap (alpha / beta) (eV) = 5.61 / 5.59
- highest occupied orbital energy (alpha / beta) (eV) = -3.132 / -3.113
- spin multiplicity = 4

Here are the Löwdin charges for atoms 1 to 5, given in e: -0.27 -0.43 -0.18 -0.06 0.10

---

# C29H48InNP3S2

A structure of composition C29H48InNP3S2 at a distorted geometry (ωB97M-V/def2-TZVPD, the OMol25 dataset).

Atoms and positions in Å:
In  0.801  -0.515  -0.227
P  -2.139  -0.653  -2.753
P  0.811  -3.102  0.140
P  2.111  -0.388  -2.485
H  0.001  4.238  2.753
C  0.637  4.014  1.890
C  0.272  4.381  0.654
H  -0.685  4.885  0.476
C  -3.556  0.044  -1.904
C  -2.573  -2.245  -3.463
C  -1.655  0.467  -4.072
C  1.991  -3.575  1.449
C  -0.775  -3.797  0.703
C  1.299  -4.155  -1.269
C  2.293  1.287  -3.176
C  1.546  -1.418  -3.881
C  3.832  -0.928  -2.216
H  1.592  3.530  2.114
H  0.919  4.245  -0.219
H  -3.217  0.822  -1.207
H  -4.084  -0.735  -1.339
H  -4.240  0.493  -2.639
H  -2.449  -3.035  -2.709
H  -1.925  -2.463  -4.323
H  -3.621  -2.228  -3.795
H  -0.829  1.115  -3.746
H  -2.519  1.098  -4.326
H  -1.351  -0.097  -4.964
H  2.465  -4.528  1.175
H  1.446  -3.691  2.395
H  2.757  -2.797  1.571
H  -1.048  -4.661  0.081
H  -1.566  -3.041  0.641
H  -0.683  -4.108  1.752
H  1.607  -5.136  -0.879
H  2.139  -3.713  -1.821
H  0.448  -4.287  -1.952
H  2.893  1.239  -4.096
H  2.795  1.944  -2.454
H  1.306  1.709  -3.408
H  2.357  -1.483  -4.621
H  0.660  -0.979  -4.358
H  1.297  -2.432  -3.540
H  4.303  -1.109  -3.193
H  3.849  -1.857  -1.629
H  4.397  -0.165  -1.666
C  3.686  1.110  0.722
C  5.054  0.758  0.666
C  5.947  1.547  -0.049
C  5.501  2.713  -0.685
C  4.163  3.106  -0.571
C  3.265  2.331  0.158
S  2.576  0.041  1.508
H  -1.052  -0.829  -1.820
H  5.365  -0.148  1.185
H  6.997  1.255  -0.104
H  6.200  3.320  -1.261
H  3.818  4.030  -1.039
H  2.235  2.655  0.317
N  -0.674  0.717  0.876
S  -0.923  0.461  2.474
C  -1.864  1.883  3.028
C  -2.623  2.655  2.153
C  -3.309  3.775  2.643
C  -3.250  4.096  4.002
C  -2.504  3.302  4.882
C  -1.808  2.194  4.398
C  -2.176  -0.820  2.508
C  -2.106  -1.819  3.492
C  -3.070  -2.828  3.502
C  -4.087  -2.835  2.542
C  -4.158  -1.825  1.576
C  -3.203  -0.803  1.575
H  -0.545  1.720  0.702
H  -2.657  2.403  1.095
H  -3.888  4.391  1.954
H  -3.786  4.970  4.378
H  -2.462  3.545  5.944
H  -1.212  1.561  5.056
H  -1.300  -1.781  4.225
H  -3.026  -3.606  4.265
H  -4.838  -3.628  2.552
H  -4.961  -1.817  0.836
H  -3.237  0.009  0.850

Properties
- ΔE to the lowest compared entry with this formula, charge and spin (kcal/mol) = 0.37
- charge = +3
- Kohn-Sham gap (eV) = 5.87
- highest occupied orbital energy (eV) = -15.045
- spin multiplicity = 1

Here are the Löwdin charges for atoms 1 to 5, given in e: 0.37 0.90 0.76 0.76 0.06

---

# C29H48LaNOP3S

A structure of composition C29H48LaNOP3S at a distorted geometry (ωB97M-V/def2-TZVPD, the OMol25 dataset).

Atoms and positions in Å:
La  0.677  -0.560  0.186
P  -1.129  2.654  -0.353
P  -2.125  -0.677  1.440
P  1.143  0.518  -2.602
H  -3.384  -7.285  -3.592
C  -2.361  -7.366  -3.978
C  -1.309  -7.803  -3.271
H  -1.374  -8.256  -2.277
C  -2.559  3.390  -1.176
C  -1.332  2.832  1.416
C  0.311  3.608  -0.798
C  -2.337  -2.496  1.498
C  -2.372  -0.272  3.214
C  -3.766  -0.212  0.781
C  1.662  -0.982  -3.517
C  2.559  1.634  -2.936
C  -0.068  1.175  -3.805
H  -2.266  -7.203  -5.069
H  -0.323  -7.832  -3.759
H  -2.630  4.430  -0.810
H  -3.476  2.837  -0.927
H  -2.422  3.380  -2.266
H  -1.509  3.909  1.572
H  -0.420  2.542  1.962
H  -2.184  2.261  1.814
H  0.003  4.440  -1.454
H  1.070  3.005  -1.322
H  0.786  4.019  0.108
H  -3.047  -2.758  2.292
H  -1.374  -2.986  1.702
H  -2.712  -2.865  0.536
H  -3.441  -0.205  3.444
H  -1.897  0.693  3.441
H  -1.909  -1.031  3.854
H  -4.566  -0.583  1.440
H  -3.908  -0.649  -0.219
H  -3.871  0.881  0.689
H  2.295  -0.666  -4.359
H  0.792  -1.531  -3.895
H  2.238  -1.648  -2.860
H  3.126  1.244  -3.792
H  3.224  1.674  -2.060
H  2.215  2.650  -3.164
H  0.327  1.073  -4.830
H  -0.285  2.239  -3.610
H  -1.012  0.609  -3.734
C  -0.740  -3.045  -1.819
C  -1.975  -2.687  -2.427
C  -2.500  -3.505  -3.409
C  -1.765  -4.626  -3.811
C  -0.621  -5.039  -3.118
C  -0.102  -4.274  -2.102
O  -0.168  -2.150  -1.018
H  -1.076  1.280  -0.778
H  -2.472  -1.750  -2.153
H  -3.470  -3.308  -3.894
H  -2.172  -5.198  -4.635
H  -0.147  -6.024  -3.277
H  0.803  -4.567  -1.538
N  2.514  -0.299  1.484
S  3.360  0.760  2.445
C  3.125  2.471  1.815
C  3.902  2.846  0.708
C  3.952  4.188  0.331
C  3.241  5.151  1.047
C  2.424  4.762  2.110
C  2.341  3.415  2.478
C  2.420  0.800  3.982
C  1.333  -0.053  4.154
C  0.562  0.049  5.310
C  0.934  0.931  6.327
C  2.080  1.722  6.192
C  2.836  1.654  5.021
H  3.155  -1.077  1.266
H  4.488  2.094  0.188
H  4.568  4.486  -0.516
H  3.324  6.212  0.784
H  1.862  5.506  2.674
H  1.709  3.114  3.310
H  1.094  -0.769  3.373
H  -0.323  -0.574  5.420
H  0.332  1.000  7.241
H  2.390  2.403  6.993
H  3.725  2.272  4.887

Properties
- ΔE to the lowest compared entry with this formula, charge and spin (kcal/mol) = 0.00
- charge = +3
- Kohn-Sham gap (eV) = 5.34
- highest occupied orbital energy (eV) = -14.063
- spin multiplicity = 1

Here are the Löwdin charges for atoms 1 to 5, given in e: 1.65 0.85 0.70 0.69 0.07

---

# C29H49AsHgN5O2SSi4

A structure of composition C29H49AsHgN5O2SSi4 (ωB97M-V/def2-TZVPD, the OMol25 dataset).

Atoms and positions in Å:
Hg  -0.078  0.060  -0.257
O  -7.013  2.577  0.009
N  -6.916  1.331  -0.032
O  -7.921  0.602  -0.049
C  -5.655  0.724  -0.057
C  -5.624  -0.677  -0.086
C  -4.421  -1.382  -0.123
C  -4.336  -2.802  -0.146
C  -3.114  -3.414  -0.174
C  -1.951  -2.627  -0.192
N  -2.011  -1.304  -0.177
C  -3.190  -0.687  -0.134
C  -3.199  0.764  -0.076
N  -2.003  1.365  -0.037
C  -1.919  2.688  0.038
C  -3.052  3.482  0.062
C  -4.299  2.887  0.018
C  -4.418  1.484  -0.041
H  -6.564  -1.207  -0.079
H  -5.252  -3.380  -0.138
H  -3.030  -4.492  -0.182
H  -0.967  -3.080  -0.210
H  -0.922  3.112  0.086
H  -2.958  4.558  0.119
H  -5.195  3.481  0.034
C  0.297  0.466  5.829
As  -1.063  -0.274  4.684
C  -2.487  1.020  4.714
C  -1.762  -1.766  5.682
S  -0.404  -0.841  2.798
H  -0.143  0.725  6.792
H  0.720  1.352  5.359
H  1.082  -0.276  5.964
H  -2.833  1.149  5.739
H  -3.300  0.658  4.088
H  -2.128  1.969  4.320
H  -2.013  -1.467  6.699
H  -1.011  -2.553  5.694
H  -2.651  -2.131  5.171
N  -1.068  0.133  -6.968
C  -1.088  0.106  -5.600
C  -1.130  1.285  -4.849
C  -1.058  1.204  -3.476
N  -0.954  0.057  -2.801
C  -0.963  -1.067  -3.518
C  -1.026  -1.100  -4.895
H  -1.320  0.983  -7.439
H  -1.237  -0.719  -7.471
H  -1.221  2.248  -5.337
H  -1.091  2.108  -2.875
H  -0.923  -1.992  -2.952
H  -1.033  -2.047  -5.421
C  2.057  2.236  2.401
Si  3.160  0.840  1.810
C  4.881  1.549  1.538
C  3.336  -0.442  3.165
Si  2.348  -0.061  -0.196
Si  2.814  -2.335  -0.386
C  4.675  -2.585  -0.399
C  2.086  -3.286  1.053
C  2.109  -3.024  -1.983
Si  3.036  1.221  -2.024
C  4.900  1.433  -2.067
C  2.245  2.917  -1.877
C  2.536  0.451  -3.657
H  2.489  2.730  3.277
H  1.070  1.848  2.663
H  1.924  2.992  1.622
H  5.335  1.798  2.501
H  4.852  2.460  0.936
H  5.539  0.838  1.033
H  3.738  0.025  4.070
H  4.023  -1.240  2.870
H  2.372  -0.894  3.400
H  5.139  -2.153  0.491
H  5.132  -2.115  -1.274
H  4.925  -3.650  -0.423
H  2.606  -3.048  1.983
H  2.163  -4.364  0.885
H  1.033  -3.037  1.207
H  2.329  -2.375  -2.833
H  1.022  -3.122  -1.920
H  2.525  -4.013  -2.195
H  5.266  1.979  -1.197
H  5.198  1.986  -2.962
H  5.408  0.465  -2.088
H  2.568  3.423  -0.963
H  1.155  2.836  -1.843
H  2.510  3.554  -2.726
H  3.088  -0.475  -3.837
H  2.753  1.134  -4.483
H  1.472  0.214  -3.684

Properties
- ΔE to the lowest compared entry with this formula, charge and spin (kcal/mol) = 0.00
- ⟨S²⟩ = 0.782
- charge = 0
- Kohn-Sham gap (alpha / beta) (eV) = 5.17 / 8.02
- highest occupied orbital energy (alpha / beta) (eV) = -5.037 / -7.963
- spin multiplicity = 2

Here are the Löwdin charges for atoms 1 to 5, given in e: 0.87 -0.03 -0.38 -0.02 -0.12

---

# C29H49AsHgN5O2SSi4

A structure of composition C29H49AsHgN5O2SSi4 (ωB97M-V/def2-TZVPD, the OMol25 dataset).

Atoms and positions in Å:
Hg  1.245  0.272  0.614
O  3.749  -6.046  3.422
N  4.171  -5.778  2.283
O  4.949  -6.533  1.684
C  3.828  -4.557  1.673
C  4.361  -4.317  0.400
C  4.051  -3.168  -0.320
C  4.546  -2.890  -1.627
C  4.146  -1.757  -2.284
C  3.251  -0.877  -1.666
N  2.791  -1.113  -0.433
C  3.171  -2.200  0.232
C  2.656  -2.406  1.578
N  1.868  -1.437  2.066
C  1.356  -1.544  3.281
C  1.609  -2.652  4.076
C  2.404  -3.667  3.595
C  2.971  -3.579  2.305
H  5.018  -5.061  -0.023
H  5.234  -3.588  -2.088
H  4.515  -1.527  -3.275
H  2.926  0.038  -2.142
H  0.735  -0.726  3.624
H  1.176  -2.716  5.065
H  2.606  -4.540  4.190
C  0.976  -3.936  -1.701
As  -0.514  -2.735  -1.495
C  -0.390  -1.463  -2.930
C  -2.037  -3.845  -1.889
S  -0.621  -1.873  0.409
H  0.947  -4.396  -2.689
H  0.910  -4.700  -0.928
H  1.905  -3.381  -1.579
H  -0.416  -1.989  -3.884
H  0.550  -0.923  -2.829
H  -1.241  -0.789  -2.841
H  -1.863  -4.363  -2.832
H  -2.929  -3.228  -1.960
H  -2.148  -4.568  -1.083
N  -7.655  -1.807  -1.666
C  -6.343  -1.422  -1.814
C  -5.843  -1.000  -3.048
C  -4.506  -0.670  -3.149
N  -3.636  -0.727  -2.139
C  -4.125  -1.126  -0.963
C  -5.442  -1.483  -0.749
H  -8.310  -1.495  -2.361
H  -8.023  -1.842  -0.731
H  -6.489  -0.931  -3.914
H  -4.110  -0.336  -4.103
H  -3.410  -1.174  -0.144
H  -5.764  -1.804  0.234
C  -2.658  1.142  1.803
Si  -1.468  2.539  2.198
C  -2.366  4.186  2.058
C  -0.879  2.319  3.970
Si  0.301  2.493  0.670
Si  -0.477  3.043  -1.462
C  -0.577  4.910  -1.658
C  -2.185  2.329  -1.774
C  0.695  2.360  -2.768
Si  2.185  3.743  1.278
C  2.687  3.289  3.033
C  3.602  3.278  0.129
C  1.926  5.603  1.187
H  -3.549  1.206  2.434
H  -2.182  0.175  1.983
H  -2.977  1.157  0.759
H  -3.159  4.261  2.806
H  -2.825  4.302  1.073
H  -1.682  5.024  2.209
H  -1.742  2.315  4.642
H  -0.212  3.120  4.288
H  -0.353  1.372  4.099
H  -1.267  5.343  -0.930
H  -0.947  5.158  -2.657
H  0.394  5.394  -1.527
H  -2.925  2.746  -1.086
H  -2.213  1.243  -1.674
H  -2.501  2.580  -2.791
H  1.705  2.765  -2.663
H  0.338  2.600  -3.773
H  0.758  1.272  -2.686
H  2.844  2.212  3.133
H  1.929  3.585  3.758
H  3.620  3.791  3.301
H  3.942  2.257  0.322
H  4.453  3.948  0.277
H  3.309  3.337  -0.922
H  1.025  5.920  1.717
H  1.844  5.948  0.154
H  2.780  6.112  1.642

Properties
- ΔE to the lowest compared entry with this formula, charge and spin (kcal/mol) = 1.32
- ⟨S²⟩ = 0.786
- charge = 0
- Kohn-Sham gap (alpha / beta) (eV) = 5.11 / 8.00
- highest occupied orbital energy (alpha / beta) (eV) = -5.253 / -8.143
- spin multiplicity = 2

Here are the Löwdin charges for atoms 1 to 5, given in e: 0.82 -0.02 -0.38 0.00 -0.12

---

Among the records above, which one has the highest ΔE to the lowest compared entry with this formula, charge and spin? number 5